(1)
Formula: C36H48Br2F3N2O10S2
Source: the Open Molecules 2025 dataset
Level of theory: ωB97M-V/def2-TZVPD

The calculation puts the HOMO-LUMO gap at 0.232 Ha. The calculation puts the total energy at -231464.944 eV. Its largest force on an atom is 1.11 eV/Å. The spin multiplicity is 1. The value obtained for the HOMO energy is -11.20 eV. The charge is +1.

Each line ends with the Mulliken charge.
Atoms and positions in Å:
1 C 3.8731 0.4839 -0.3565  -0.27
2 C 4.9748 0.0836 0.6291  -0.88
3 C 4.5162 0.1150 2.0881  -0.60
4 C 3.7380 -1.1324 2.5180  -0.19
5 C 2.8090 -0.9269 3.7338  -0.98
6 C 1.3943 -1.4937 3.5761  -1.11
7 C 0.3621 -0.5529 2.9320  -0.47
8 C 0.9296 0.3119 1.8087  0.47
9 C -0.1114 1.0624 0.9819  -0.87
10 C -1.0876 0.1957 0.2524  0.50
11 N -0.6380 -1.0166 0.0011  -0.52
12 N -1.3836 -1.8823 -0.6274  0.39
13 C -0.6253 -3.1522 -0.8229  -1.11
14 S 0.3793 -3.1886 -2.3063  -0.01
15 C 1.5959 -1.8954 -1.9798  0.37
16 C 2.3397 -1.6473 -3.2940  -1.30
17 C -2.6361 -1.6229 -1.0276  0.70
18 S -3.5630 -3.0035 -1.7998  1.31
19 O -4.8455 -2.5613 -2.2219  -0.63
20 O -2.6786 -3.7045 -2.6655  -0.61
21 C -3.8936 -4.0711 -0.2697  0.76
22 F -5.2105 -4.1107 -0.0505  -0.21
23 F -3.4043 -5.2964 -0.4870  -0.20
24 F -3.2755 -3.5237 0.7971  -0.19
25 C -3.1900 -0.3503 -0.8114  0.37
26 C -4.6137 -0.0384 -1.1943  -2.01
27 C -4.8482 0.2530 -2.6879  -0.54
28 C -4.4958 1.6686 -3.1652  -0.53
29 C -3.0828 1.7717 -3.7373  -0.98
30 C -2.3721 0.5862 -0.1748  0.41
31 C -2.8861 1.9779 0.1213  -0.91
32 Br -1.7109 3.3067 -0.6605  0.05
33 C -3.3256 2.1711 1.6137  0.06
34 C -3.2581 0.9189 2.4813  -1.16
35 Br -2.4606 3.6130 2.5683  -0.12
36 H 4.2886 0.7503 -1.3275  0.51
37 H 3.3158 1.3438 0.0229  0.22
38 H 3.1549 -0.3272 -0.5055  -0.48
39 H 5.8080 0.7784 0.5118  0.35
40 H 5.3377 -0.9164 0.3800  0.35
41 H 5.3924 0.2127 2.7330  0.48
42 H 3.9084 1.0110 2.2523  0.24
43 H 3.1573 -1.5151 1.6725  -0.15
44 H 4.4635 -1.9113 2.7612  0.56
45 H 3.2584 -1.4207 4.5962  0.44
46 H 2.7691 0.1384 3.9800  0.42
47 H 1.4442 -2.4275 3.0085  0.33
48 H 1.0242 -1.7501 4.5707  0.46
49 H -0.0526 0.0911 3.7132  0.27
50 H -0.4541 -1.1677 2.5424  0.13
51 H 1.5233 -0.3038 1.1317  -0.88
52 H 1.6056 1.0588 2.2263  0.89
53 H 0.4171 1.6136 0.1956  0.38
54 H -0.6328 1.8191 1.5686  -0.05
55 H 0.0081 -3.2266 0.0584  0.53
56 H -1.2929 -4.0001 -0.8388  0.46
57 H 1.1181 -0.9824 -1.6336  0.07
58 H 2.3016 -2.2382 -1.2215  0.22
59 H 2.9695 -2.5019 -3.5403  0.20
60 H 1.6395 -1.5140 -4.1190  0.42
61 H 2.9560 -0.7551 -3.2047  0.33
62 H -4.9733 0.7906 -0.5884  0.58
63 H -5.2418 -0.8829 -0.9216  0.83
64 H -5.9039 0.0509 -2.8653  0.45
65 H -4.2799 -0.4525 -3.2967  0.37
66 H -4.6575 2.4080 -2.3765  0.28
67 H -5.1875 1.9188 -3.9712  0.39
68 H -2.3125 1.6048 -2.9797  0.06
69 H -2.9482 1.0089 -4.5066  0.36
70 H -2.9018 2.7458 -4.1882  0.34
71 H -3.7786 2.1448 -0.4633  0.09
72 H -4.3659 2.4856 1.5690  0.60
73 H -2.2473 0.6967 2.8240  0.21
74 H -3.6853 0.0519 1.9732  0.17
75 H -3.8595 1.0868 3.3739  0.56
76 C -1.2712 8.8190 6.4480  -0.97
77 C -2.1762 9.5397 5.7677  0.30
78 C -2.8793 9.0055 4.5364  1.06
79 O -3.6914 9.7403 4.0094  -0.61
80 C -2.5481 7.6744 4.0655  -0.94
81 C -1.6438 6.9626 4.7472  0.18
82 C -0.9552 7.4880 5.9879  1.03
83 O -0.1637 6.7280 6.5181  -0.65
84 O -1.2559 5.7354 4.4220  -0.47
85 O -2.5419 10.7641 6.0965  -0.56
86 H -0.7679 9.1932 7.3280  0.44
87 H -3.0448 7.3040 3.1797  0.42
88 H -0.5994 5.4801 5.1042  0.37
89 H -3.2102 11.0427 5.4394  0.38
90 C 6.1245 -6.5653 -5.5091  -0.97
91 C 5.7344 -6.1022 -4.3135  0.32
92 C 4.3140 -5.6556 -4.0411  1.06
93 O 4.0752 -5.2607 -2.9107  -0.66
94 C 3.3452 -5.7150 -5.1090  -1.07
95 C 3.7334 -6.1769 -6.3081  0.46
96 C 5.1522 -6.6404 -6.5778  0.96
97 O 5.3768 -7.0498 -7.7002  -0.62
98 O 2.9389 -6.2764 -7.3550  -0.57
99 O 6.5345 -5.9898 -3.2662  -0.57
100 H 7.1363 -6.8870 -5.7104  0.43
101 H 2.3344 -5.3880 -4.9087  0.49
102 H 3.4851 -6.6467 -8.0788  0.38
103 H 5.9850 -5.6394 -2.5382  0.37


(2)
Formula: C36H48F3IN3O4S3SiY
Source: the Open Molecules 2025 dataset
Level of theory: ωB97M-V/def2-TZVPD

The calculation puts the HOMO-LUMO gap at 0.252 Ha. The energy above the lowest of the compared OMol25 structures with the same formula, charge and spin comes out at 0.0 kJ/mol. The calculation puts the total energy at -108464.869 eV. Its largest force on an atom is 0.32 eV/Å. The spin multiplicity is 1. The value obtained for the HOMO energy is -7.76 eV.

Each line ends with the Mulliken charge.
Atoms and positions in Å:
1 Y -1.4944 0.0918 -0.0181  -0.52
2 S 1.3145 0.0226 0.8560  0.11
3 C 1.3384 -1.5487 1.3998  -0.31
4 N 2.1589 -1.9850 2.3482  0.50
5 C 2.1039 -3.3763 2.7899  -0.65
6 C 0.6614 -3.8023 2.8548  -1.07
7 N 0.0619 -3.6091 1.5427  0.45
8 C -1.0439 -4.5174 1.2178  -1.44
9 C -0.5425 -5.9066 0.9166  0.68
10 C -0.9849 -6.9959 1.6550  -0.24
11 C -0.5161 -8.2740 1.3756  -0.62
12 C 0.4053 -8.4661 0.3591  -0.39
13 C 0.8540 -7.3793 -0.3824  -0.74
14 C 0.3821 -6.1066 -0.1071  -0.14
15 C 0.3979 -2.5834 0.7830  -0.31
16 S -0.0995 -2.4069 -0.8032  -0.28
17 C 3.1871 -1.1176 2.9409  -2.23
18 C 4.4953 -1.2151 2.1949  0.92
19 C 4.8241 -0.2804 1.2178  0.13
20 C 6.0095 -0.4004 0.5065  -0.80
21 C 6.8749 -1.4536 0.7643  -0.44
22 C 6.5577 -2.3849 1.7433  -0.75
23 C 5.3743 -2.2627 2.4556  -0.24
24 H 2.5567 -3.4339 3.7777  0.51
25 H 2.6752 -4.0172 2.1118  0.32
26 H 0.1036 -3.2161 3.5922  0.31
27 H 0.5898 -4.8620 3.0979  0.50
28 H -1.5914 -4.0912 0.3802  0.34
29 H -1.7063 -4.5189 2.0867  0.42
30 H -1.7067 -6.8449 2.4499  0.39
31 H -0.8709 -9.1165 1.9550  0.39
32 H 0.7726 -9.4604 0.1406  0.38
33 H 1.5682 -7.5270 -1.1823  0.40
34 H 0.7205 -5.2595 -0.6935  0.36
35 H 3.3081 -1.4349 3.9770  0.64
36 H 2.8026 -0.1006 2.9326  0.69
37 H 4.1453 0.5384 1.0127  0.27
38 H 6.2567 0.3322 -0.2510  0.42
39 H 7.7990 -1.5453 0.2087  0.39
40 H 7.2354 -3.2011 1.9576  0.38
41 H 5.1400 -2.9829 3.2325  0.39
42 F -6.0455 -3.0388 -0.2894  -0.22
43 C -6.4755 -1.9334 -0.9169  0.46
44 F -6.2792 -2.1156 -2.2323  -0.21
45 F -7.8130 -1.8816 -0.7311  -0.32
46 C -5.8087 -0.6848 -0.4090  -0.05
47 C -6.5632 0.3074 0.1852  -0.06
48 C -5.9556 1.4648 0.6614  -1.11
49 C -4.5900 1.5760 0.5134  -0.21
50 N -3.8604 0.6298 -0.0743  0.48
51 C -4.4172 -0.5082 -0.5323  0.57
52 S -3.2879 -1.6607 -1.1886  -0.48
53 H -7.6322 0.1753 0.2792  0.51
54 H -6.5264 2.2476 1.1379  0.43
55 H -4.0328 2.4351 0.8691  0.33
56 I -1.9054 -0.7759 2.8130  -0.50
57 C -2.7994 5.1237 -0.3327  -1.55
58 C -2.1642 4.6958 -1.6497  1.80
59 C -2.9838 3.6016 -2.3219  -1.43
60 C -1.9958 5.8853 -2.5828  -1.86
61 O -0.8351 4.2220 -1.3830  0.42
62 Si -0.3555 2.8327 -0.6788  -0.35
63 O -1.3430 2.1949 0.4030  -0.79
64 O -0.3171 1.5282 -1.7459  1.20
65 C 0.4225 1.3137 -2.9767  1.54
66 C 1.7557 0.6622 -2.6377  -1.28
67 C -0.4427 0.3914 -3.8204  -1.43
68 C 0.6432 2.6428 -3.6834  -1.55
69 O 1.2131 3.0436 -0.2746  1.05
70 C 1.7854 4.0503 0.5775  1.63
71 C 2.0879 5.2822 -0.2649  -1.52
72 C 0.8250 4.3813 1.7139  -1.33
73 C 3.0696 3.4461 1.1277  -1.54
74 H -3.8186 5.4796 -0.4941  0.47
75 H -2.2208 5.9318 0.1192  0.32
76 H -2.8234 4.2834 0.3636  0.11
77 H -3.9901 3.9634 -2.5408  0.58
78 H -3.0703 2.7255 -1.6772  0.10
79 H -2.5198 3.2972 -3.2626  0.17
80 H -2.9646 6.3258 -2.8248  0.41
81 H -1.5145 5.5721 -3.5105  0.37
82 H -1.3738 6.6471 -2.1108  0.33
83 H 1.6033 -0.2995 -2.1473  0.07
84 H 2.3290 1.3070 -1.9703  0.06
85 H 2.3312 0.5012 -3.5520  0.55
86 H -0.6271 -0.5506 -3.2981  0.09
87 H 0.0532 0.1621 -4.7650  0.48
88 H -1.4046 0.8599 -4.0353  0.30
89 H 1.2374 3.3201 -3.0675  0.20
90 H -0.3061 3.1289 -3.9128  0.23
91 H 1.1789 2.4684 -4.6178  0.59
92 H 1.1702 5.6781 -0.7006  0.08
93 H 2.7728 5.0241 -1.0749  0.31
94 H 2.5535 6.0569 0.3476  0.48
95 H -0.0936 4.8316 1.3290  0.10
96 H 1.2842 5.0921 2.4033  0.56
97 H 0.5582 3.4769 2.2629  0.26
98 H 3.7252 3.1534 0.3049  0.33
99 H 2.8403 2.5620 1.7249  0.15
100 H 3.5986 4.1662 1.7547  0.50


(3)
Formula: C36H48N4O3PRb
Source: the Open Molecules 2025 dataset
Level of theory: ωB97M-V/def2-TZVPD

The calculation puts the HOMO-LUMO gap at 0.232 Ha. The energy above the lowest of the compared OMol25 structures with the same formula, charge and spin comes out at 58.8 kJ/mol. The calculation puts the total energy at -60159.036 eV. Its largest force on an atom is 0.63 eV/Å. The spin multiplicity is 1. The value obtained for the HOMO energy is -6.30 eV.

Each line ends with the Mulliken charge.
Atoms and positions in Å:
1 Rb 0.4031 0.0067 -0.5541  1.12
2 C -2.3769 -5.2891 3.7479  -0.77
3 O -1.0342 -5.5828 3.4303  -0.47
4 C -0.4466 -4.8583 2.4312  1.06
5 C 0.8877 -5.1845 2.1620  -0.97
6 C 1.5312 -4.4824 1.1625  -0.27
7 C 0.8907 -3.4926 0.4272  0.50
8 C 1.5886 -2.7686 -0.6693  -0.55
9 C 1.1759 -3.0922 -2.0893  -0.84
10 O 2.4829 -1.9565 -0.4705  -0.62
11 C -0.4601 -3.1165 0.7055  -0.05
12 O -1.0209 -2.1288 0.1026  -0.99
13 C -1.1041 -3.8646 1.7295  0.03
14 H -2.6571 -5.9640 4.5526  0.24
15 H -3.0347 -5.4495 2.8899  0.33
16 H -2.4874 -4.2557 4.0903  0.24
17 H 1.3779 -5.9643 2.7263  0.41
18 H 2.5695 -4.7094 0.9390  0.45
19 H 0.1815 -3.5296 -2.1314  0.30
20 H 1.9079 -3.8156 -2.4602  0.41
21 H 1.2482 -2.1973 -2.7084  0.13
22 H -2.1291 -3.5897 1.9403  0.36
23 C -3.0983 3.7942 -1.0818  -0.95
24 C -2.3109 2.6419 -0.9230  -0.36
25 N -0.9970 2.6495 -0.9784  0.40
26 C -0.3715 3.8262 -1.1907  -0.11
27 C -1.0636 5.0306 -1.3551  1.01
28 C -2.4652 4.9869 -1.2994  -0.67
29 C -0.3334 6.2563 -1.5581  -0.94
30 C 1.0118 6.2613 -1.5801  -0.93
31 C 1.7579 5.0403 -1.4122  0.96
32 C 3.1614 5.0058 -1.4239  -0.64
33 C 3.8111 3.8132 -1.2636  -0.85
34 C 3.0386 2.6522 -1.0963  -0.33
35 N 1.7234 2.6519 -1.0781  0.32
36 C 1.0825 3.8296 -1.2278  -0.28
37 H -4.1761 3.7269 -1.0278  0.40
38 H -2.7695 1.6741 -0.7465  0.57
39 H -3.0330 5.9017 -1.4252  0.41
40 H -0.8872 7.1783 -1.6867  0.38
41 H 1.5543 7.1877 -1.7243  0.39
42 H 3.7170 5.9264 -1.5609  0.41
43 H 4.8904 3.7519 -1.2688  0.41
44 H 3.5098 1.6819 -0.9718  0.48
45 N -0.1975 0.0522 -3.5577  -0.58
46 C -0.3568 -0.5164 -4.5514  0.52
47 N -0.5461 -1.1743 -5.6902  -0.09
48 C -0.6768 -0.3535 -6.9050  -0.73
49 C -2.1507 0.0367 -7.1787  -0.47
50 C -3.0808 -0.5651 -6.1241  -0.69
51 C -2.8518 -2.0699 -6.0225  -0.51
52 C -1.3802 -2.3782 -5.6583  -0.52
53 H -0.2639 -0.9366 -7.7286  0.30
54 H -0.0459 0.5223 -6.7752  0.38
55 H -2.4483 -0.3349 -8.1618  0.33
56 H -2.2534 1.1216 -7.2031  0.30
57 H -4.1198 -0.3595 -6.3823  0.40
58 H -2.8975 -0.0953 -5.1542  0.21
59 H -3.0964 -2.5298 -6.9833  0.29
60 H -3.5159 -2.5107 -5.2793  0.38
61 H -0.9461 -3.0954 -6.3561  0.34
62 H -1.2984 -2.8035 -4.6599  0.14
63 C 1.5966 1.1085 5.5191  -1.53
64 C 1.1013 1.6834 4.1916  0.70
65 C 2.0680 2.7710 3.7067  -1.58
66 P 0.7371 0.5282 2.7807  -0.06
67 C -0.9711 -0.1331 3.1479  2.06
68 C -1.3830 -0.3279 4.6060  -1.91
69 C -1.9835 0.7767 2.4435  -1.45
70 C 1.8054 -0.9895 2.9080  3.11
71 C 3.2839 -0.6111 2.8137  -1.80
72 C 1.5481 -2.0257 3.9984  -1.45
73 H 1.6981 1.9159 6.2507  0.50
74 H 2.5789 0.6488 5.4061  0.21
75 H 0.9211 0.3664 5.9352  0.23
76 H 0.1307 2.1671 4.3622  0.38
77 H 3.0505 2.3474 3.4866  0.28
78 H 2.2032 3.5383 4.4736  0.46
79 H 1.7023 3.2510 2.7979  0.34
80 H -0.9898 -1.1046 2.6395  -0.93
81 H -1.4158 0.6281 5.1342  0.36
82 H -0.7223 -0.9989 5.1500  0.35
83 H -2.3902 -0.7531 4.6399  0.46
84 H -1.9132 1.8049 2.8117  0.29
85 H -3.0053 0.4271 2.6135  0.51
86 H -1.8030 0.7738 1.3711  0.16
87 H 1.5579 -1.4873 1.9608  -1.79
88 H 3.6434 -0.1590 3.7414  0.32
89 H 3.4671 0.0925 1.9984  0.32
90 H 3.8843 -1.5027 2.6222  0.44
91 H 1.7277 -1.6357 5.0011  0.25
92 H 2.2185 -2.8754 3.8424  0.50
93 H 0.5328 -2.4185 3.9440  0.12


The lowest total energy belongs to which entry?
C36H48Br2F3N2O10S2


The highest largest force on an atom belongs to which entry?
C36H48Br2F3N2O10S2


The lowest total energy belongs to which entry?
C36H48Br2F3N2O10S2


What is the formula in the third record?
C36H48N4O3PRb